No. 1
Below is a molecular structure, C14H22N2O3PdSi2, with properties calculated with the ωB97M-V functional and the def2-TZVPD basis.

Atoms and positions in Å:
Pd1 0.5328 -1.0777 -0.2440
N1 4.5605 1.1383 0.4984
C1 3.6226 0.3499 -0.4186
C2 3.5835 -1.0976 -0.2447
O1 4.3992 -1.8247 -0.7381
N2 2.4828 -1.5111 0.4956
C3 2.5086 -3.0839 0.6315
C4 1.5622 -3.7549 -0.2897
O2 1.5683 -5.0101 -0.3308
O3 0.7479 -3.0945 -1.0917
H1 3.9374 1.0587 1.3561
H2 5.2533 0.5756 0.7444
H3 3.8935 0.9090 -1.5277
H4 2.6497 0.9014 -0.1853
H5 2.3120 -3.5732 1.5356
H6 3.7834 -3.3295 0.4749
C5 0.2313 2.3859 -0.4392
Si1 -0.0212 0.8777 0.7483
C6 1.0551 1.2987 2.2677
C7 -1.9071 0.8793 1.1623
C8 -2.5764 1.7347 1.9630
C9 -3.9005 1.8948 1.8056
C10 -4.5614 1.5126 0.7301
C11 -3.9759 0.6898 -0.1789
C12 -2.5048 0.5077 0.0028
Si2 -1.3953 -0.7444 -1.1061
C13 -1.2548 0.1427 -2.8657
C14 -2.5315 -2.1499 -1.5287
H7 0.5116 3.3407 0.2889
H8 -0.3893 2.5420 -1.2800
H9 1.3616 2.0301 -0.6326
H10 2.1134 1.2861 2.4370
H11 0.4949 0.9652 3.1868
H12 0.6467 2.5190 2.2902
H13 -1.8538 2.2031 2.5519
H14 -4.4237 2.7875 2.4589
H15 -5.6286 2.1336 0.1758
H16 -4.1987 0.0625 -0.8964
H17 -2.6119 0.2863 -3.2381
H18 -0.4753 0.0813 -3.6618
H19 -1.2512 1.3076 -2.8149
H20 -3.8925 -2.3785 -1.5747
H21 -2.5068 -2.4723 -0.6159
H22 -1.9517 -3.2999 -1.9026

As for the HOMO energy (alpha / beta): 2.1 / -2.1 eV. As for the HOMO-LUMO gap (alpha / beta): 3.23 / 5.14 eV. The spin multiplicity is 3. The LUMO energy (alpha / beta) comes out at 5.37 / 3.01 eV. Its charge is -2.

---

No. 2
Below is 2 unconnected molecules or ions with the total composition C14H22N3, with properties calculated with the ωB97M-V functional and the def2-TZVPD basis.

Atoms and positions in Å:
C1 1.9706 -2.6624 -0.1838
N1 1.3717 -2.3883 -1.4519
C2 1.2064 -3.4072 -2.4516
C3 0.5863 -2.6539 -3.6159
N2 0.6882 -1.2810 -3.1993
C4 0.1861 -0.2113 -4.0115
C5 0.9328 -1.1703 -1.8619
C6 0.6936 -0.0314 -1.0233
H1 1.6657 -1.9008 0.5467
H2 1.6413 -3.6297 0.2147
H3 3.0741 -2.6618 -0.2184
H4 2.1500 -3.8998 -2.7221
H5 0.5489 -4.2131 -2.1194
H6 1.1382 -2.8266 -4.5360
H7 -0.4400 -3.0065 -3.8254
H8 0.7150 0.7096 -3.7335
H9 0.4022 -0.4002 -5.0722
H10 -0.8951 -0.0092 -3.9130
H11 0.6048 0.8824 -1.6462
H12 1.3397 -0.0030 -0.1463
C7 -1.7762 2.9550 0.3415
N3 -1.2800 1.6910 0.9175
C8 -1.0317 1.6719 2.3412
C9 0.3069 1.6992 2.7686
C10 0.6091 1.7657 4.1279
C11 -0.4187 1.7550 5.0764
C12 -1.7585 1.7535 4.6673
C13 -2.0715 1.7498 3.3034
C14 -0.9179 0.6465 0.0619
H13 -1.6821 3.7671 1.0807
H14 -1.1228 3.1784 -0.5231
H15 -2.8368 2.9465 -0.0046
H16 1.0962 1.6646 2.0117
H17 1.6567 1.8089 4.4383
H18 -0.1625 1.7987 6.1402
H19 -2.5567 1.7474 5.4213
H20 -3.1192 1.7307 2.9871
H21 -0.9498 -0.2865 0.6487
H22 -1.5652 0.7211 -0.8356

As for the HOMO energy: -11.3 eV. As for the HOMO-LUMO gap: 7.77 eV. The LUMO energy comes out at -3.52 eV. Its charge is +1.

---

No. 3
Below is a molecular structure, C14H22O6, with properties calculated with the ωB97M-V functional and the def2-TZVPD basis.

Atoms and positions in Å:
O1 -0.1262 -2.4669 -1.2485
H1 -0.8096 -2.1747 -1.8084
C1 -0.4662 -3.2226 -0.3307
C2 -1.6768 -2.6870 0.4882
O2 -2.8401 -2.7045 -0.4903
C3 -3.9570 -1.8188 0.2307
C4 -3.8206 -0.3682 0.0216
O3 -2.6318 0.2580 0.4425
C5 -2.0452 1.3965 0.0280
C6 -2.5669 2.3212 -0.6245
C7 -1.9486 3.6906 -0.9839
C8 -0.6675 3.7147 -0.7528
C9 0.0888 2.4405 -0.0297
C10 -0.6093 1.5793 0.5098
O4 -0.1421 0.4308 1.0709
C11 1.1907 0.2628 1.4552
C12 1.9487 -0.3153 0.0604
O5 3.2048 -0.6341 0.2535
C13 4.2921 0.5590 0.3101
H2 4.0144 1.2913 -0.2576
H3 4.0521 0.8840 1.2874
C14 5.4536 -0.0813 0.3594
O6 5.7406 -0.5761 -1.0317
H4 4.9154 -1.1961 -1.1007
H5 5.6885 -0.7992 0.7133
H6 6.4313 0.6001 0.3419
H7 1.3763 -1.2007 -0.3848
H8 1.8962 0.8213 -0.7634
H9 1.6462 1.1761 1.8240
H10 1.4254 -0.5350 2.1447
H11 1.1186 2.8527 0.2892
H12 -0.0332 4.4658 -1.0741
H13 -2.3479 4.3017 -1.5582
H14 -3.6678 2.1475 -0.9103
H15 -3.6121 -0.1856 -1.2213
H16 -4.6012 0.4998 0.1892
H17 -3.9536 -1.8517 1.0936
H18 -4.8247 -2.0648 -0.0271
H19 -1.4173 -1.6281 0.8808
H20 -2.1039 -3.1529 1.4765
H21 -0.9197 -4.3347 -0.5619
H22 0.0998 -3.4459 0.5701

As for the HOMO energy: -8.5 eV. As for the HOMO-LUMO gap: 9.20 eV. The LUMO energy comes out at 0.74 eV.

---

No. 4
Below is a molecular structure, C14H23Br2Cl6CsF2K2NO3, with properties calculated with the ωB97M-V functional and the def2-TZVPD basis.

Atoms and positions in Å:
Br1 3.5054 -1.1006 2.0670
C1 2.8886 -1.7580 0.3087
C2 2.1664 -3.0901 0.4882
C3 0.7115 -2.9885 1.0439
C4 -0.2313 -2.1587 0.1877
C5 -1.4672 -2.9479 -0.3053
N1 -2.5320 -2.4654 0.6549
C6 -2.1370 -1.0197 0.7457
O1 -0.8081 -1.1713 1.0824
H1 3.8100 -1.9643 -0.2191
H2 2.3055 -1.0045 -0.1993
H3 2.1739 -3.6271 -0.4630
H4 2.7606 -3.6798 1.2385
H5 0.7149 -2.5162 2.1353
H6 0.2955 -4.0394 1.0693
H7 0.1912 -1.5604 -0.6177
H8 -1.4483 -4.0265 -0.2318
H9 -1.8660 -2.6375 -1.2582
H10 -3.4749 -2.6545 0.3358
H11 -2.3408 -2.8254 1.6118
H12 -2.0808 -0.6492 -0.2820
H13 -2.7418 -0.4005 1.3919
O2 -1.8287 -3.6613 -3.2501
H14 -1.4755 -3.0299 -3.8865
H15 -1.2566 -4.4293 -3.3478
Br2 -0.5847 -3.5599 3.0828
Cs1 2.2325 -4.9792 2.7572
F1 -7.6869 2.5254 3.6618
C7 -6.6946 2.5693 2.7539
C8 -6.9739 3.0407 1.4846
C9 -5.9550 3.0959 0.5300
C10 -4.6830 2.6661 0.8702
C11 -4.4134 2.1885 2.1493
C12 -5.4297 2.1474 3.1029
H16 -7.9740 3.3618 1.2514
H17 -6.1521 3.4735 -0.4752
H18 -3.8925 2.7057 0.1321
H19 -3.4242 1.8533 2.4140
H20 -5.2335 1.7918 4.1013
C13 7.2759 -0.9044 -1.5545
Cl1 8.7712 -0.8145 -0.6079
Cl2 6.5705 -2.5248 -1.3863
Cl3 6.1156 0.3081 -0.9426
Cl4 7.6072 -0.5744 -3.2313
O3 5.9531 3.7260 -2.2332
H21 5.9159 2.8941 -1.7648
F2 -3.4014 2.7949 4.1402
K1 -8.2181 2.6604 -0.3270
K2 6.0772 0.1891 1.2973
C14 5.7455 6.0432 -4.2277
Cl5 4.0538 5.9635 -4.7544
Cl6 6.4810 7.6047 -4.6606
H22 5.7868 5.9098 -3.1533
H23 6.2967 5.2500 -4.7107

As for the HOMO energy: -6.9 eV. As for the HOMO-LUMO gap: 3.63 eV. The LUMO energy comes out at -3.32 eV. Its charge is +1.

---

no.,DFT total energy (eV)
1,-43221.3952
2,-19336.7152
3,-27142.8374
4,-276358.6847